# 1
Density functional theory data (the ωB97M-V functional and the def2-TZVPD basis) for C17H21N3OS in the gas phase in a non-equilibrium geometry.

Each line ends with the Mulliken charge.
Atoms and positions in Å:
O1 -1.2977 -1.2800 0.1665  -0.67
C1 -0.1437 -0.9052 -0.0884  -0.11
N1 0.9016 -1.8350 0.0129  -0.28
N2 0.8147 -3.2256 0.3074  -0.08
C2 0.7295 -4.0875 -0.8788  -0.66
C3 0.5891 -5.5552 -0.4133  -0.57
C4 1.1863 -5.7607 0.9614  -0.70
C5 0.5171 -4.9310 2.0751  -0.62
C6 0.0217 -3.6143 1.4917  -0.60
C7 0.2061 0.5243 -0.4953  0.56
C8 -0.7724 1.5435 0.0556  -0.82
C9 -0.2478 2.9406 -0.2062  0.44
C10 1.1136 3.1963 -0.4321  0.32
S1 1.4527 4.9136 -0.8285  -0.30
C11 -0.2817 5.2887 -0.6775  0.27
C12 -0.8691 6.5370 -0.9557  -0.38
C13 -2.2627 6.6361 -0.8931  -0.50
C14 -3.0783 5.4995 -0.5657  -0.68
C15 -2.4732 4.2771 -0.2134  -0.52
C16 -1.0656 4.1728 -0.3296  -0.16
C17 2.1156 2.1325 -0.4899  -0.74
N3 1.5420 0.9065 0.0977  -0.48
H1 1.8066 -1.3799 -0.1589  0.28
H2 -0.1414 -3.7647 -1.5282  0.28
H3 1.6376 -3.9793 -1.4396  0.40
H4 1.1042 -6.1987 -1.1299  0.37
H5 -0.4749 -5.8175 -0.4160  0.27
H6 1.0542 -6.7661 1.2991  0.36
H7 2.2297 -5.4957 1.0166  0.33
H8 1.2335 -4.7693 2.8813  0.30
H9 -0.3486 -5.4648 2.4145  0.36
H10 0.0393 -2.8435 2.2695  0.36
H11 -1.0256 -3.7132 1.1519  0.27
H12 0.1840 0.5616 -1.5665  0.33
H13 -0.8847 1.3680 1.1572  0.31
H14 -1.7678 1.4040 -0.3579  0.43
H15 -0.2576 7.3451 -1.2638  0.42
H16 -2.7103 7.5595 -1.2270  0.36
H17 -4.1376 5.6320 -0.5431  0.40
H18 -3.0629 3.4492 0.0872  0.45
H19 2.4093 2.0231 -1.5466  0.29
H20 3.0070 2.4064 0.0879  0.41
H21 1.4080 1.0699 1.1116  0.29

Force components x, y, z for each atom (eV/Å):
O 1.15 1.15 -0.60
C -1.12 -3.17 0.94
N -0.24 1.59 -0.49
N 0.87 1.35 0.33
C -1.53 0.38 0.46
C -0.16 0.48 -0.28
C -0.30 0.45 1.04
C 0.26 0.42 -1.23
C -0.74 0.48 -0.71
C 0.95 0.47 2.16
C -0.58 0.20 0.75
C 1.74 1.33 -0.39
C -3.20 1.43 0.00
S -1.31 -1.13 0.46
C 0.05 0.22 -0.18
C -0.99 -1.46 0.46
C 0.26 -1.27 -0.25
C 2.01 0.30 0.40
C 0.64 2.03 -0.92
C 0.41 -1.01 0.14
C 0.23 -0.49 0.35
N 0.30 -0.63 -0.84
H -0.22 -0.94 0.41
H 0.78 -0.44 0.48
H 0.51 0.23 -0.35
H -0.20 -0.02 -0.03
H 0.17 -0.14 0.08
H 0.32 -0.98 -0.21
H 0.52 -0.16 -0.49
H -0.17 -0.08 0.08
H -0.40 -0.29 0.60
H 0.10 0.16 -0.52
H 0.16 0.01 0.42
H 0.53 0.12 -0.71
H 0.04 0.13 -0.75
H -0.13 0.07 -0.12
H 0.36 0.77 -0.18
H -0.23 0.09 0.21
H -0.51 -0.10 0.04
H -0.41 -0.69 0.15
H 0.10 -0.50 0.36
H -0.04 -0.17 -0.17
H 0.03 -0.19 -0.90

Output
E_LUMO   0.7 eV
HOMO energy   -8.1 eV
Max |F|   3.51 eV Å⁻¹
HOMO-LUMO gap   0.32382 hartree
DFT total energy   -1298.05739 Eh
Relative energy (zero: lowest compared OMol25 entry of this formula, charge and spin)   2.323 eV



# 2
Density functional theory data (the ωB97M-V functional and the def2-TZVPD basis) for C17H21N5O2S in the gas phase.

Each line ends with the Mulliken charge.
Atoms and positions in Å:
C1 4.0646 -1.0200 -5.7755  -1.57
C2 3.4175 -0.0648 -4.8152  0.94
C3 3.2886 1.2770 -5.1153  -0.61
C4 2.7272 2.1758 -4.2136  -0.92
C5 2.2600 1.7038 -3.0063  -0.64
C6 2.3421 0.3477 -2.6771  0.41
C7 1.7697 -0.1486 -1.3921  0.70
O1 2.1766 -1.1539 -0.8190  -0.75
N1 0.7407 0.5872 -0.8832  -0.20
C8 0.0082 0.2133 0.3288  0.05
C9 0.9088 0.1869 1.5625  -1.55
C10 -0.7150 -1.0924 0.1460  -0.22
C11 -2.0222 -1.2379 0.3111  -0.69
C12 -2.6660 -2.5673 0.1346  0.61
O2 -2.0664 -3.5616 -0.2422  -0.70
N2 -3.9975 -2.6012 0.4162  -0.14
C13 -4.7456 -3.8490 0.3579  0.45
C14 -6.2187 -3.5621 0.1217  -1.63
C15 -4.5266 -4.6608 1.6129  0.14
N3 -5.4473 -4.8558 2.5006  -0.14
N4 -5.0192 -5.5992 3.5642  -0.63
C16 -3.7804 -5.9470 3.4376  -0.08
S1 -3.0140 -5.3929 2.0096  -0.02
C17 2.9508 -0.5484 -3.5753  0.08
N5 3.1937 -1.8767 -3.2557  -0.52
H1 4.8849 -1.5553 -5.2931  0.36
H2 3.3581 -1.7737 -6.1359  0.33
H3 4.4523 -0.4910 -6.6444  0.39
H4 3.6628 1.6364 -6.0670  0.34
H5 2.6705 3.2293 -4.4505  0.39
H6 1.8513 2.4035 -2.2878  0.52
H7 0.2876 1.2292 -1.5094  0.35
H8 -0.7356 1.0013 0.4672  0.37
H9 0.2992 0.0401 2.4542  0.46
H10 1.6359 -0.6183 1.4948  0.31
H11 1.4410 1.1341 1.6539  0.38
H12 -0.1151 -1.9547 -0.1238  0.52
H13 -2.6516 -0.3952 0.5835  0.22
H14 -4.4280 -1.8147 0.8743  0.29
H15 -4.3327 -4.4074 -0.4829  0.33
H16 -6.7805 -4.4912 0.0546  0.38
H17 -6.6437 -2.9867 0.9440  0.36
H18 -6.3319 -3.0062 -0.8084  0.44
H19 -3.2683 -6.5385 4.1816  0.43
H20 2.9383 -2.5412 -3.9704  0.19
H21 2.8582 -2.1336 -2.3361  0.28

Force components x, y, z for each atom (eV/Å):
C 0.00 0.01 0.00
C -0.13 -0.05 -0.06
C 0.00 0.01 0.00
C -0.01 0.00 0.01
C 0.00 0.02 -0.02
C 0.00 -0.02 0.01
C -0.01 0.02 0.01
O 0.00 -0.01 0.00
N 0.02 -0.02 -0.02
C -0.01 0.01 0.00
C 0.01 0.00 0.01
C 0.01 0.01 0.00
C 0.00 0.00 0.00
C 0.01 0.02 -0.01
O 0.00 -0.01 0.01
N -0.03 -0.04 0.02
C 0.00 0.03 0.00
C -0.01 -0.01 -0.01
C 0.05 -0.03 -0.01
N -0.01 0.01 0.00
N 0.00 0.00 -0.02
C 0.01 0.00 0.02
S -0.03 0.00 -0.01
C 0.24 0.08 0.08
N -0.30 -0.03 0.07
H 0.00 0.00 0.00
H 0.00 0.00 0.00
H 0.00 0.00 0.00
H 0.00 -0.01 0.00
H 0.00 0.00 0.00
H 0.00 -0.01 0.01
H 0.00 0.00 0.01
H 0.00 0.00 0.00
H 0.00 0.00 0.00
H 0.00 0.00 0.00
H 0.00 0.00 0.00
H -0.01 0.00 0.00
H 0.00 0.00 0.00
H 0.00 0.01 -0.02
H 0.00 -0.01 0.00
H 0.00 0.00 0.00
H 0.01 0.01 0.01
H -0.01 0.00 0.00
H 0.00 0.00 0.00
H 0.18 0.01 -0.08
H 0.00 0.00 0.00

Output
E_LUMO   0.6 eV
HOMO energy   -8.2 eV
Max |F|   0.31 eV Å⁻¹
HOMO-LUMO gap   0.32230 hartree
DFT total energy   -1482.88249 Eh
Relative energy (zero: lowest compared OMol25 entry of this formula, charge and spin)   1.260 eV



# 3
Density functional theory data (the ωB97M-V functional and the def2-TZVPD basis) for C17H21N5O2S in the gas phase.

Each line ends with the Mulliken charge.
Atoms and positions in Å:
C1 -0.1457 6.9162 1.7152  -1.42
C2 -0.8389 5.7328 1.1052  1.02
C3 -1.9604 5.8913 0.3099  -0.61
C4 -2.6300 4.7988 -0.2276  -0.86
C5 -2.1485 3.5303 0.0185  -0.65
C6 -1.0030 3.3350 0.7942  0.25
C7 -0.4865 1.9498 1.0182  0.64
O1 0.0725 1.6022 2.0520  -0.73
N1 -0.6815 1.0836 -0.0131  -0.20
C8 -0.2020 -0.3007 -0.0098  0.09
C9 -0.8354 -1.1258 1.1091  -1.55
C10 1.2995 -0.3533 0.0478  -0.20
C11 2.0483 -0.9551 -0.8653  -0.69
C12 3.5297 -0.9873 -0.7308  0.66
O2 4.1374 -0.4189 0.1603  -0.71
N2 4.1773 -1.6905 -1.7075  -0.20
C13 5.6065 -1.9391 -1.5996  0.38
C14 6.1950 -2.2427 -2.9683  -1.59
C15 5.8608 -3.0677 -0.6276  0.17
N3 5.7176 -4.3128 -0.9556  -0.19
N4 5.9493 -5.1676 0.0802  -0.60
C16 6.2669 -4.5377 1.1655  -0.10
S1 6.2875 -2.8323 1.0191  -0.05
C17 -0.3434 4.4404 1.3551  0.08
N5 0.7272 4.3123 2.2565  -0.60
H1 -0.0285 6.7756 2.7905  0.34
H2 0.8576 7.0509 1.3026  0.29
H3 -0.7060 7.8317 1.5316  0.40
H4 -2.3363 6.8923 0.1327  0.34
H5 -3.5261 4.9407 -0.8165  0.40
H6 -2.6821 2.6696 -0.3653  0.53
H7 -0.9400 1.4782 -0.9004  0.35
H8 -0.5223 -0.7177 -0.9672  0.37
H9 -0.5463 -2.1711 0.9992  0.46
H10 -0.5093 -0.7692 2.0829  0.32
H11 -1.9221 -1.0551 1.0536  0.38
H12 1.7802 0.1209 0.8966  0.51
H13 1.6021 -1.4427 -1.7276  0.21
H14 3.6416 -2.3315 -2.2715  0.31
H15 6.0404 -1.0276 -1.1916  0.38
H16 7.2700 -2.3989 -2.8903  0.37
H17 5.7576 -3.1521 -3.3798  0.36
H18 6.0060 -1.4097 -3.6444  0.43
H19 6.4875 -5.0499 2.0893  0.45
H20 1.5978 4.6812 1.8942  0.20
H21 0.8643 3.3407 2.5123  0.30

Force components x, y, z for each atom (eV/Å):
C 0.01 0.00 0.00
C 0.15 0.03 -0.18
C 0.00 0.00 0.00
C -0.01 0.02 0.00
C 0.02 -0.02 0.02
C 0.00 0.01 -0.01
C -0.02 -0.01 0.03
O 0.01 0.02 -0.01
N 0.00 0.01 -0.02
C 0.00 -0.01 0.01
C 0.00 0.00 0.00
C 0.01 0.00 0.00
C 0.00 -0.01 0.00
C 0.03 0.02 0.00
O -0.01 0.00 0.00
N -0.02 -0.01 0.03
C -0.02 0.00 0.00
C 0.00 -0.01 0.00
C -0.02 -0.01 -0.01
N 0.04 0.01 -0.01
N 0.00 -0.01 0.01
C -0.01 -0.01 -0.01
S 0.00 0.01 0.02
C -0.24 0.04 0.30
N 0.16 -0.36 -0.24
H 0.00 0.00 0.00
H 0.00 0.00 0.00
H 0.00 0.00 0.00
H 0.00 0.00 0.00
H 0.00 0.00 0.00
H -0.01 0.01 -0.01
H 0.00 0.00 0.00
H 0.00 0.00 0.00
H 0.00 0.00 0.00
H 0.00 0.00 0.00
H 0.00 0.00 0.00
H -0.01 0.00 0.00
H 0.00 0.00 0.00
H 0.01 0.01 -0.02
H 0.01 0.00 -0.01
H 0.00 0.00 0.00
H 0.00 0.00 0.00
H 0.00 0.00 0.00
H 0.00 0.01 0.00
H -0.07 0.28 0.12
H 0.00 0.00 0.00

Output
E_LUMO   0.6 eV
HOMO energy   -8.4 eV
Max |F|   0.46 eV Å⁻¹
HOMO-LUMO gap   0.33089 hartree
DFT total energy   -1482.87852 Eh
Relative energy (zero: lowest compared OMol25 entry of this formula, charge and spin)   1.368 eV